# 1
C21H24N2O6S | the ωB97M-V functional and the def2-TZVPD basis

Each line ends with the Löwdin charge.
Positions of all 54 atoms, in Å:
O  4.4519  2.2422  0.8825  0.0763
C  3.2894  2.4177  1.1671  -0.4745
N  2.3557  1.4305  1.2730  0.1343
C  2.4991  0.0601  1.0254  -0.2119
C  1.3391  -0.7028  0.9481  0.0670
C  1.4105  -2.0731  0.7489  -0.1883
C  2.6571  -2.6958  0.6394  -0.2043
C  3.8077  -1.9193  0.6800  0.0165
C  3.7386  -0.5541  0.8679  -0.0058
H  4.6367  0.0377  0.9011  0.1011
H  4.7592  -2.4142  0.5728  0.1233
O  2.7827  -4.0557  0.4976  -0.0265
C  1.6032  -4.7576  0.8174  -0.1485
C  0.3994  -4.0860  0.1594  -0.1521
H  -0.5263  -4.6212  0.3765  0.1363
O  0.2348  -2.7789  0.6679  -0.0569
H  0.5612  -4.0484  -0.9270  0.1387
H  1.7382  -5.7762  0.4512  0.1338
H  1.4580  -4.7726  1.9065  0.1405
H  0.3645  -0.2459  1.0298  0.1154
H  1.4040  1.7185  1.4535  0.1334
C  2.7121  3.8025  1.4252  -0.0895
H  3.5376  4.4602  1.6986  0.1223
H  1.9943  3.7710  2.2463  0.1180
C  2.0375  4.3500  0.1527  -0.1319
C  0.8396  3.5283  -0.2261  -0.2451
C  0.9309  2.5490  -1.2120  -0.0195
C  -0.1607  1.7559  -1.5168  -0.0439
C  -1.3479  1.9444  -0.8354  -0.2719
C  -1.4630  2.9127  0.1423  -0.0457
C  -0.3673  3.7028  0.4458  -0.0269
H  -0.4500  4.4673  1.2050  0.1204
H  -2.4114  3.0395  0.6404  0.1131
S  -2.7399  0.8967  -1.2396  0.6788
O  -3.8797  1.3460  -0.4876  -0.2825
O  -2.8485  0.8031  -2.6658  -0.2737
N  -2.1574  -0.5665  -0.6584  -0.2201
C  -2.2692  -1.7083  -1.5444  -0.1611
H  -2.0808  -1.3580  -2.5581  0.1169
C  -3.6642  -2.3287  -1.4453  -0.1782
H  -3.7262  -3.2524  -2.0233  0.1295
O  -3.9695  -2.6766  -0.1125  -0.1247
C  -3.9294  -1.5443  0.7298  -0.1811
H  -4.1697  -1.9029  1.7321  0.1301
C  -2.5461  -0.8871  0.7018  -0.1713
H  -2.5595  0.0403  1.2744  0.1219
H  -1.7943  -1.5716  1.1063  0.1133
H  -4.6780  -0.8062  0.4089  0.1184
H  -4.4003  -1.6038  -1.8252  0.1311
H  -1.5082  -2.4327  -1.2429  0.1142
H  -0.1119  0.9978  -2.2810  0.1206
H  1.8636  2.4083  -1.7374  0.1267
H  2.7672  4.3468  -0.6579  0.1240
H  1.7335  5.3818  0.3399  0.1203

Output
HOMO-LUMO gap, Ha: 0.3158
E, eV: -48266.58013
Charge: 0
HOMO energy, Eh: -0.2970
Structure (SMILES): O=C(CCc1ccc(S(=O)(=O)N2CCOCC2)cc1)Nc1ccc2c(c1)OCCO2



# 2
C21H24N2OP2SY | the ωB97M-V functional and the def2-TZVPD basis

Each line ends with the Löwdin charge.
Positions of all 52 atoms, in Å:
C  1.6229  0.9232  -3.3760  -0.0400
C  1.1622  0.7731  -2.0667  -0.2250
C  0.1139  -0.1439  -1.8348  -0.1912
C  -0.4549  -0.8906  -2.8864  -0.1927
C  -0.0133  -0.6881  -4.1990  -0.0155
C  1.0139  0.2183  -4.4302  -0.0565
C  -1.8433  -1.4740  -2.7635  -0.1539
C  -2.3564  -1.4668  -1.3308  -0.1885
C  -1.7431  -0.6226  -0.3858  -0.2015
C  -2.4419  -0.0463  0.6941  -0.2185
C  -3.7355  -0.5059  0.9327  -0.0279
C  -4.3558  -1.3813  0.0242  -0.0563
C  -3.6913  -1.8440  -1.1078  -0.0147
H  2.4026  1.6720  -3.5470  0.1187
H  -0.5538  -1.1566  -5.0329  0.1338
H  1.3943  0.3738  -5.4347  0.1088
H  -2.4770  -0.7531  -3.2820  0.1507
H  -4.2602  -0.0837  1.7932  0.1193
H  -5.3676  -1.7150  0.2523  0.1105
H  -4.2259  -2.4272  -1.8624  0.1285
N  -0.3504  -0.3593  -0.4975  -0.2010
Y  0.8348  -1.2760  0.8020  1.0913
C  1.7285  1.5962  -0.9056  -0.2910
H  0.9481  2.0623  -0.2773  0.0832
H  2.3409  2.3913  -1.3337  0.0939
C  -1.7867  1.0693  1.5042  -0.2783
H  -1.3559  1.8777  0.8881  0.0937
H  -2.5294  1.4926  2.1818  0.0853
P  2.8444  0.5972  0.1983  0.8274
P  -0.4266  0.4363  2.5936  0.7237
C  -1.4123  -0.2072  3.9672  -0.2570
H  -0.7471  -0.5982  4.7441  0.0363
H  -2.0162  0.6160  4.3682  0.0600
H  -2.0620  -1.0221  3.6306  0.0578
C  0.2603  1.9465  3.2923  -0.2541
H  -0.5174  2.4396  3.8850  0.0616
H  1.1060  1.6835  3.9335  0.0435
H  0.6156  2.6148  2.5024  0.0374
C  4.2832  0.3426  -0.8725  -0.2490
H  5.0182  1.1462  -0.7537  0.0546
H  4.7640  -0.5966  -0.5797  0.0463
H  4.0163  0.2532  -1.9290  0.0459
C  3.4573  1.8433  1.3645  -0.2539
H  3.4361  1.4024  2.3653  0.0314
H  4.4924  2.1119  1.1293  0.0512
H  2.8420  2.7479  1.3797  0.0497
C  -0.5322  -3.1979  -1.7246  0.2048
O  0.2915  -2.7884  -1.0064  -0.0404
H  -1.9922  -2.3197  -3.2708  0.0641
S  1.6843  -1.4137  3.4294  0.6083
C  0.6329  -2.4913  2.7848  -0.9673
N  -0.0584  -3.1617  2.0497  0.0524

Output
HOMO-LUMO gap, Ha: 0.2633
E, eV: -57645.23243
Charge: +1
HOMO energy, Eh: -0.3889



# 3
C21H24N4O | the ωB97M-V functional and the def2-TZVPD basis

Each line ends with the Löwdin charge.
Positions of all 50 atoms, in Å:
C  -2.1273  2.9934  1.3715  -0.0071
N  -1.0882  2.0332  1.1296  -0.0177
C  0.0309  2.1979  0.3620  -0.2972
N  0.7981  1.1436  0.3335  0.1753
C  0.1790  0.2104  1.1216  -0.2086
C  0.5637  -1.0835  1.4458  0.0528
C  -0.2795  -1.8174  2.2644  -0.2581
C  -1.4556  -1.2537  2.7858  -0.0308
C  -1.8408  0.0352  2.4853  -0.0117
C  -1.0192  0.7605  1.6375  -0.1666
H  -2.7456  0.4543  2.8989  0.1061
H  -2.0708  -1.8554  3.4389  0.1097
N  0.0264  -3.1363  2.6347  0.1325
C  0.6555  -4.1168  1.9269  -0.4408
O  0.9893  -5.1504  2.4735  0.0766
C  0.8510  -3.8840  0.4680  -0.1705
C  -0.1948  -3.4413  -0.3358  -0.0365
C  -0.0012  -3.2861  -1.6956  -0.0718
C  1.2313  -3.5697  -2.2613  -0.0830
C  2.2679  -4.0308  -1.4675  -0.0749
C  2.0763  -4.1986  -0.1080  -0.0217
H  2.8720  -4.5673  0.5221  0.1203
H  3.2256  -4.2641  -1.9088  0.1031
H  1.3805  -3.4387  -3.3230  0.1012
H  -0.8149  -2.9422  -2.3173  0.1032
H  -1.1592  -3.2278  0.1018  0.1220
H  -0.2280  -3.4068  3.5772  0.1562
H  1.4878  -1.4888  1.0705  0.1259
C  0.3409  3.4667  -0.3551  -0.1148
N  -0.7495  3.8454  -1.2449  -0.1912
C  -1.0038  2.8727  -2.2971  -0.1829
C  0.0429  2.8814  -3.4153  -0.1775
C  0.1645  4.2848  -4.0040  -0.2056
C  0.4635  5.2873  -2.8921  -0.1835
C  -0.6084  5.1794  -1.8028  -0.1965
H  -0.3944  5.8749  -0.9868  0.1169
H  -1.5802  5.4483  -2.2313  0.1219
H  0.4769  6.3042  -3.2878  0.1091
H  1.4461  5.0805  -2.4634  0.1076
H  0.9518  4.3118  -4.7601  0.1076
H  -0.7772  4.5561  -4.4891  0.1114
H  -0.2506  2.1687  -4.1874  0.1107
H  1.0061  2.5605  -3.0145  0.1098
H  -1.0564  1.8812  -1.8421  0.1174
H  -1.9865  3.1104  -2.7189  0.1241
H  0.4618  4.2719  0.3790  0.1339
H  1.3040  3.3184  -0.8624  0.1208
H  -2.1330  3.7145  0.5555  0.0814
H  -1.9635  3.5107  2.3213  0.0979
H  -3.0903  2.4840  1.4116  0.0936

Output
HOMO-LUMO gap, Ha: 0.3183
E, eV: -30175.67739
Charge: 0
HOMO energy, Eh: -0.2948
Structure (SMILES): Cn1c(CN2CCCCC2)nc2cc(NC(=O)c3ccccc3)ccc21



# 4
C21H24N5O8P2S2TeV | the ωB97M-V functional and the def2-TZVPD basis

Each line ends with the Mulliken spin population.
Positions of all 64 atoms, in Å:
V  2.0189  -0.3722  -0.5944  2.9158
N  0.9130  -4.7296  1.3764  0.0011
C  1.1649  -3.7176  0.4871  0.0022
S  2.7641  -3.7568  -0.1522  0.0118
N  0.0532  -2.9586  0.3924  0.0011
N  0.2475  -1.8327  -0.3436  0.0256
C  -0.8878  -1.2966  -0.6394  -0.0141
C  -0.8971  0.0036  -1.3227  0.0269
C  -2.0434  0.6193  -1.8892  -0.0070
C  -1.8295  1.6648  -2.7635  0.0185
C  -0.5555  2.1542  -2.9753  -0.0084
C  0.4902  1.5450  -2.3866  0.0355
N  0.3236  0.5428  -1.5898  -0.0460
H  1.6646  -5.2891  1.7808  0.0011
H  0.2235  -4.6788  2.1183  -0.0001
H  -1.8634  -1.7237  -0.3095  0.0050
H  -3.0308  0.3959  -1.6292  0.0002
H  -2.7471  2.2224  -3.0967  0.0013
H  -0.3974  2.9674  -3.6902  -0.0005
H  1.5269  1.7601  -2.5560  0.0015
C  6.2979  -1.4473  -0.6990  0.0008
C  4.9379  -0.8441  -0.9210  0.0248
O  4.0888  -1.0366  0.2166  -0.0084
P  4.1183  -1.4925  -2.5777  -0.0104
O  4.2638  -3.0540  -2.7974  0.0011
O  4.9569  -1.0148  -3.8074  -0.0001
O  2.7308  -1.0179  -2.5262  -0.0055
P  4.7477  0.9236  -1.3114  -0.0065
O  5.6228  1.5027  -0.0413  0.0003
O  5.2825  1.1526  -2.6646  -0.0005
O  3.2689  1.1972  -1.0219  -0.0019
H  6.1710  -2.5424  -0.7706  -0.0001
H  6.6270  -1.1362  0.2900  0.0000
H  7.0907  -1.1473  -1.4343  0.0001
H  3.9255  -2.0007  0.4239  -0.0087
H  3.6367  -3.5972  -2.3291  -0.0002
H  5.2933  -0.0832  -3.5216  0.0009
H  5.5431  2.4807  0.0477  -0.0004
O  1.1261  1.5959  3.4775  0.0300
S  1.7887  1.2590  2.1864  0.0581
N  1.1960  0.2307  1.2773  -0.0487
Te  -2.3309  2.5298  2.9491  0.0004
C  -3.6670  2.8014  1.3790  -0.0002
C  -4.9511  2.2069  1.1932  0.0000
C  -5.7938  2.5514  0.0771  0.0002
C  -5.3385  3.4760  -0.8612  -0.0002
C  -4.0627  3.9109  -0.7792  0.0010
C  -3.2372  3.5979  0.3070  -0.0009
C  -2.7399  0.5033  3.1450  -0.0013
C  -2.7251  -0.2661  1.9828  0.0010
C  -3.2848  -1.5114  2.0109  -0.0008
C  -3.8747  -1.9331  3.2080  0.0000
C  -3.7912  -1.2199  4.3625  0.0000
C  -3.1914  0.0255  4.3809  0.0001
H  -5.2805  1.5236  1.9738  0.0001
H  -6.7396  2.0733  -0.0595  0.0000
H  -5.8235  3.6714  -1.7944  0.0001
H  -3.6472  4.5168  -1.5780  0.0002
H  -2.1679  3.8517  0.3681  0.0000
H  -2.1890  0.0444  1.1084  0.0043
H  -3.4046  -2.0751  1.1425  0.0001
H  -4.2365  -2.9136  3.1887  0.0000
H  -4.1820  -1.5319  5.2918  0.0000
H  -3.1938  0.7187  5.2910  0.0001

Output
HOMO-LUMO gap (alpha / beta), Ha: 0.2358 / 0.2725
<S²>: 3.760
E, eV: -119233.55681
Charge: -1
HOMO energy (alpha / beta), Eh: -0.1506 / -0.1902
2S+1: 4



# 5
C21H24O3 | the ωB97M-V functional and the def2-TZVPD basis

Each line ends with the Löwdin charge.
Positions of all 48 atoms, in Å:
C  0.8148  -4.3226  1.0833  -0.1071
C  0.8643  -4.0177  2.5759  -0.2633
C  -0.4868  -4.1786  3.2733  -0.2226
C  -1.6148  -3.2663  2.7845  -0.2079
C  -1.4033  -1.7706  3.0514  -0.1937
C  -0.7183  -1.0350  1.9006  -0.1733
C  -0.6988  0.4747  2.1468  -0.1553
H  -1.7024  0.8975  2.0237  0.1343
H  -0.3564  0.6803  3.1643  0.1353
O  0.2322  1.1917  1.3454  -0.0343
C  -0.0342  1.3091  -0.0164  -0.3815
C  0.1119  0.0360  -0.8263  -0.0929
C  1.1904  -0.8102  -0.9751  0.0053
C  1.0337  -1.9074  -1.8106  -0.0641
C  -0.1602  -2.1400  -2.4830  -0.0634
C  -1.2382  -1.2813  -2.3406  0.0141
C  -1.0812  -0.1910  -1.5021  -0.0842
C  -2.0293  0.8759  -1.1117  -0.4177
O  -3.1636  1.0436  -1.4581  0.1492
O  -1.3943  1.7009  -0.2440  0.1088
H  -2.1716  -1.4452  -2.8556  0.1235
H  -0.2462  -3.0038  -3.1248  0.1056
H  1.8559  -2.5950  -1.9407  0.1075
H  2.1163  -0.6264  -0.4529  0.1275
C  0.9114  2.3491  -0.6028  -0.1095
C  0.5988  2.9658  -1.8062  -0.0053
C  1.4749  3.8817  -2.3604  -0.0710
C  2.6676  4.1778  -1.7228  -0.0880
C  2.9813  3.5569  -0.5260  -0.0746
C  2.1081  2.6412  0.0344  -0.0157
H  2.3370  2.1591  0.9708  0.1163
H  3.9096  3.7862  -0.0242  0.1028
H  3.3501  4.8928  -2.1577  0.1012
H  1.2235  4.3641  -3.2931  0.1042
H  -0.3329  2.7410  -2.3046  0.1235
H  0.3098  -1.3761  1.7799  0.1046
H  -1.2564  -1.2529  0.9755  0.1147
H  -0.8240  -1.6408  3.9677  0.1164
H  -2.3773  -1.3017  3.2118  0.1150
H  -1.7853  -3.4252  1.7190  0.1036
H  -2.5230  -3.5818  3.3037  0.1064
H  -0.3451  -4.0105  4.3440  0.1075
H  -0.8152  -5.2139  3.1473  0.1079
H  1.5686  -4.7064  3.0502  0.1046
H  1.2466  -3.0088  2.7352  0.0926
H  1.8162  -4.2892  0.6594  0.0692
H  0.4047  -5.3159  0.9137  0.0766
H  0.2002  -3.6007  0.5516  0.0474

Output
HOMO-LUMO gap, Ha: 0.3511
E, eV: -28309.66032
Charge: 0
HOMO energy, Eh: -0.3397
Structure (SMILES): CCCCCCCO[C@]1(c2ccccc2)OC(=O)c2ccccc21



# 6
C21H24O3S | the ωB97M-V functional and the def2-TZVPD basis

Each line ends with the Löwdin charge.
Positions of all 49 atoms, in Å:
C  6.2524  1.5559  4.6982  -0.0549
C  5.3788  1.3498  3.4988  -0.2850
C  4.6975  0.1553  3.3096  -0.0374
C  3.9070  -0.0547  2.1937  -0.0753
C  3.7768  0.9501  1.2476  -0.5125
C  4.4585  2.1503  1.4195  -0.1121
C  5.2524  2.3413  2.5316  -0.0479
H  5.7779  3.2775  2.6548  0.1121
H  4.3582  2.9243  0.6740  0.0990
S  2.7969  0.7919  -0.2182  1.0226
C  1.5406  -0.4525  0.2590  -0.4696
C  0.3251  -0.2592  -0.6541  -0.1362
C  -0.9484  -0.8287  -0.0648  -0.3052
O  -0.9219  -1.5256  0.9392  0.0750
C  -2.2121  -0.4990  -0.7361  -0.1495
C  -3.4038  -0.9066  -0.1332  0.0094
C  -4.6263  -0.6317  -0.7103  -0.0040
C  -4.7114  0.0555  -1.9177  -0.1624
C  -3.5158  0.4513  -2.5207  -0.0188
C  -2.2896  0.1874  -1.9501  -0.0058
H  -1.3958  0.5100  -2.4606  0.1126
H  -3.5384  0.9804  -3.4610  0.1110
C  -6.0317  0.3833  -2.5907  -0.5601
C  -6.0615  -0.2779  -3.9763  -0.0403
H  -5.2628  0.0924  -4.6127  0.0767
H  -5.9512  -1.3561  -3.8818  0.0921
H  -7.0100  -0.0701  -4.4660  0.0858
C  -6.1490  1.9076  -2.7370  -0.0407
H  -6.0967  2.3849  -1.7606  0.0919
H  -7.1013  2.1639  -3.1951  0.0857
H  -5.3544  2.3119  -3.3576  0.0766
C  -7.2405  -0.1164  -1.7951  -0.0648
H  -7.2790  0.3427  -0.8101  0.0867
H  -8.1539  0.1483  -2.3232  0.0857
H  -7.2192  -1.1982  -1.6862  0.0866
H  -5.5170  -0.9637  -0.2035  0.1045
H  -3.3487  -1.4414  0.8033  0.1207
H  0.1867  0.8115  -0.8246  0.1131
H  0.5136  -0.7256  -1.6253  0.1481
C  2.1129  -1.8727  0.1407  -0.5913
O  3.1130  -2.1274  -0.4650  0.1011
O  1.4023  -2.8017  0.7723  0.1181
H  0.5364  -2.4496  1.0945  0.0834
H  1.2576  -0.2466  1.2972  0.1267
H  3.4171  -1.0074  2.0675  0.1000
H  4.7889  -0.6340  4.0419  0.1140
H  5.9114  0.9523  5.5360  0.0751
H  7.2770  1.2630  4.4662  0.0839
H  6.2618  2.6021  4.9956  0.0757

Output
HOMO-LUMO gap, Ha: 0.2816
E, eV: -39145.35473
Charge: 0
HOMO energy, Eh: -0.2944
Structure (SMILES): Cc1ccc(S[C@@H](CC(=O)c2ccc(C(C)(C)C)cc2)C(=O)O)cc1